w.
Entry from the OMol25 dataset: C7H6O4 in the gas phase (ωB97M-V with the def2-TZVPD basis set).

Summary:
Frontier orbital gap = 8.804 eV
E_HOMO = -8.700 eV
Structure (SMILES) = O=Cc1c(O)cc(O)cc1O
E_LUMO = 0.104 eV
Spin multiplicity = 1

Each line ends with the natural charge from an NBO analysis.
CARTESIAN COORDINATES (ANGSTROEM)
H 2.82 1.46 0.30  0.155
H -0.35 3.14 0.53  0.505
C 0.96 0.26 -0.07  -0.354
H 2.27 -1.79 -0.19  0.521
H -0.93 -2.52 0.10  0.236
H -2.08 1.76 -0.48  0.229
C 2.42 0.46 0.06  0.417
O 0.33 2.53 0.03  -0.664
H -3.31 -1.58 0.14  0.488
O -3.15 -0.60 -0.01  -0.647
C -0.80 -1.39 -0.06  -0.396
C -1.81 -0.41 -0.09  0.386
C -1.42 0.94 -0.13  -0.424
C 0.51 -1.03 0.02  0.402
C -0.06 1.29 -0.05  0.423
O 3.29 -0.43 -0.21  -0.600
O 1.30 -2.09 0.11  -0.676

x.
Entry from the OMol25 dataset: a molecular structure, C7H6O4 (ωB97M-V with the def2-TZVPD basis set).

Summary:
Frontier orbital gap = 8.282 eV
E_HOMO = -9.032 eV
E_LUMO = -0.750 eV
Spin multiplicity = 1

Each line ends with the natural charge from an NBO analysis.
CARTESIAN COORDINATES (ANGSTROEM)
C 0.14 1.75 0.25  0.338
H -2.20 2.11 0.14  0.285
C 1.53 -0.41 -1.01  -0.346
O -0.53 1.57 1.50  -0.553
C -1.74 -0.29 0.39  -0.217
H 0.97 2.37 0.30  0.157
H 0.01 3.30 -0.70  0.487
O -0.10 -1.87 -0.21  -0.497
H -2.53 -1.14 0.21  0.246
O 2.10 -2.88 -0.59  -0.549
C 1.34 -1.84 -0.58  0.741
O -0.58 2.23 -0.93  -0.687
C -0.38 -0.65 0.29  0.237
C -2.08 1.16 1.06  -0.165
H -2.85 1.09 2.03  0.253
C 0.65 0.28 -0.17  0.003
H 2.58 -0.20 -1.49  0.264

w comes first in stability; the runner-up is 147.1 kcal/mol higher.

w.
Entry from the OMol25 dataset: 2 unconnected molecules or ions with the total composition C4H11PS (ωB97M-V with the def2-TZVPD basis set).

Summary:
Frontier orbital gap (alpha / beta) = 7.607 / 7.038 eV
E_HOMO (alpha / beta) = -7.168 / -7.241 eV
E_LUMO (alpha / beta) = 0.440 / -0.204 eV
Spin multiplicity = 1

Each line ends with the natural charge from an NBO analysis.
CARTESIAN COORDINATES (ANGSTROEM)
C 2.35 0.90 -0.30  -0.610
H -1.73 -1.98 -1.49  0.218
H -0.39 -0.71 2.06  0.240
C -0.36 -1.21 1.05  -0.984
H -2.43 1.79 0.12  0.237
C -1.59 1.33 0.63  -0.900
H -1.82 -0.43 -2.37  0.213
H -1.99 1.00 1.55  0.222
H 0.61 -1.72 0.92  0.245
P -0.66 -0.07 -0.30  0.981
H 3.84 -0.45 -1.61  0.134
C -1.72 -0.82 -1.35  -0.897
H 2.32 1.40 -1.26  0.207
S 3.56 -0.40 -0.26  0.018
H -1.23 -2.07 1.14  0.238
H -0.81 2.11 0.74  0.221
H 2.05 1.32 0.72  0.215

x.
Entry from the OMol25 dataset: 2 unconnected molecules or ions with the total composition C4H11PS (ωB97M-V with the def2-TZVPD basis set).

Summary:
Frontier orbital gap = 7.923 eV
E_HOMO = -8.181 eV
E_LUMO = -0.258 eV
Spin multiplicity = 1

Each line ends with the natural charge from an NBO analysis.
CARTESIAN COORDINATES (ANGSTROEM)
H 0.08 0.07 2.36  0.236
H -0.72 -1.25 -0.93  0.223
C 3.08 -0.55 0.36  -0.471
C -0.36 -0.50 1.49  -0.916
H 3.15 -1.60 0.06  0.142
H 0.18 1.79 0.08  0.240
H -0.69 1.31 -1.55  0.240
H 2.89 1.55 0.01  0.126
C -1.81 -1.02 -0.86  -0.942
P -1.70 0.38 0.42  0.758
H -0.73 -1.48 1.91  0.234
H -1.29 2.59 -0.58  0.240
H -2.51 -0.65 -1.66  0.240
H 0.47 -0.64 0.82  0.199
H -2.20 -2.04 -0.51  0.237
S 2.86 0.50 -0.90  0.206
C -0.72 1.55 -0.51  -0.994

x comes first in stability; the runner-up is 4.6 kcal/mol higher.

w.
Entry from the OMol25 dataset: 7 unconnected molecules or ions with the total composition C14H21N7 (ωB97M-V with the def2-TZVPD basis set).

Summary:
Frontier orbital gap = 10.867 eV
E_HOMO = -10.654 eV
Structure (SMILES) = CC#N.CC#N.CC#N.CC#N.CC#N.CC#N.CC#N
E_LUMO = 0.213 eV
Spin multiplicity = 1

Each line ends with the natural charge from an NBO analysis.
CARTESIAN COORDINATES (ANGSTROEM)
N 19.24 -21.63 24.79  -0.483
N 19.60 -22.64 30.60  -0.312
C 19.16 -23.57 30.16  0.267
H 20.47 -26.35 28.24  0.246
H 17.60 -21.43 24.20  0.254
C 21.95 -20.62 26.73  -0.742
N 15.80 -18.91 24.93  -0.348
N 19.29 -25.54 25.75  -0.389
H 16.82 -23.60 30.13  0.253
C 18.14 -24.18 23.86  -0.744
N 22.26 -23.24 26.78  -0.382
C 18.54 -24.81 29.61  -0.732
H 15.21 -22.76 29.89  0.272
H 21.71 -20.54 25.67  0.269
H 18.19 -23.15 24.23  0.276
C 19.35 -22.73 27.20  -0.804
H 19.01 -22.02 27.95  0.302
H 21.22 -20.20 27.43  0.272
C 16.09 -23.20 29.42  -0.717
H 17.49 -24.55 29.50  0.232
H 18.68 -25.61 30.34  0.264
C 21.01 -25.42 28.06  -0.749
C 19.29 -22.08 25.89  0.408
C 22.15 -22.06 26.76  0.337
H 17.53 -20.56 22.69  0.244
N 22.44 -24.62 30.11  -0.334
H 15.77 -23.99 28.74  0.249
H 18.66 -24.28 22.91  0.265
H 20.34 -24.65 27.69  0.258
H 18.66 -20.10 23.90  0.279
H 21.70 -25.66 27.24  0.284
C 17.63 -20.43 23.77  -0.703
C 16.74 -22.24 28.53  0.315
H 22.87 -20.06 26.85  0.266
C 16.60 -19.58 24.39  0.292
C 18.74 -24.94 24.92  0.334
H 17.12 -24.53 23.71  0.254
N 17.26 -21.45 27.89  -0.348
H 18.98 -25.04 28.64  0.270
C 21.82 -24.98 29.20  0.287
H 20.32 -23.13 27.48  0.290
H 18.58 -23.50 27.26  0.250

x.
Entry from the OMol25 dataset: a molecular structure, C14H21N7 (ωB97M-V with the def2-TZVPD basis set).

Summary:
Frontier orbital gap = 9.651 eV
E_HOMO = -9.588 eV
E_LUMO = 0.063 eV
Spin multiplicity = 1

Each line ends with the natural charge from an NBO analysis.
CARTESIAN COORDINATES (ANGSTROEM)
H -4.63 -12.37 -18.37  0.258
N -8.80 -9.58 -19.22  -0.330
C -3.67 -9.38 -25.02  0.294
C -8.01 -10.19 -19.78  0.291
C -5.30 -13.19 -18.64  -0.741
C 0.37 -8.42 -22.23  0.287
H -4.85 -12.21 -22.38  0.303
H -3.70 -8.25 -20.62  0.261
C -4.94 -11.13 -22.45  -0.838
C -2.23 -9.57 -24.84  -0.744
C -7.51 -13.03 -22.71  -0.750
N -6.32 -8.92 -22.44  -0.363
H -1.41 -9.50 -22.14  0.319
C -8.00 -13.35 -21.40  0.327
C -1.10 -8.51 -22.47  -0.749
C -5.47 -13.04 -20.06  0.421
H -1.69 -8.72 -25.28  0.247
H -7.25 -13.96 -23.20  0.267
H -4.46 -6.68 -20.77  0.266
H -8.25 -12.47 -23.30  0.261
C -3.66 -10.37 -22.21  0.531
H -5.20 -10.83 -23.46  0.294
H -5.75 -10.75 -21.81  0.307
C -7.03 -10.97 -20.49  -0.792
N -5.51 -12.94 -21.22  -0.484
H -6.05 -10.85 -20.01  0.236
H -7.19 -10.71 -21.54  0.284
H -1.93 -10.49 -25.34  0.259
N 1.51 -8.32 -22.11  -0.381
N -2.66 -9.77 -22.02  -0.571
H -5.07 -7.84 -19.65  0.258
C -4.67 -7.75 -20.66  -0.728
H -6.59 -12.46 -22.61  0.289
H -6.22 -13.20 -18.06  0.284
H -4.81 -14.13 -18.39  0.277
H -1.67 -7.89 -21.77  0.227
H -7.30 -12.01 -20.33  0.295
N -4.80 -9.24 -25.18  -0.347
H -1.35 -8.27 -23.50  0.240
N -8.32 -13.67 -20.35  -0.363
C -5.57 -8.40 -21.69  0.319
H -2.09 -9.54 -23.76  0.280

w comes first in stability; the runner-up is 102.3 kcal/mol higher.

w.
Entry from the OMol25 dataset: C5H5P in the gas phase (ωB97M-V with the def2-TZVPD basis set).

Summary:
Frontier orbital gap = 9.165 eV
E_HOMO = -8.786 eV
Structure (SMILES) = C1=CC1[C@H]1C=P1
E_LUMO = 0.379 eV
Spin multiplicity = 1

Each line ends with the natural charge from an NBO analysis.
CARTESIAN COORDINATES (ANGSTROEM)
C 0.30 0.17 1.54  -0.173
C 0.47 0.74 0.17  -0.266
C 1.19 -0.40 0.74  -0.178
C -0.67 0.52 -0.71  -0.399
C -0.82 -0.67 -1.56  -0.592
H -1.23 1.38 -0.83  0.208
H -0.25 -1.25 -2.30  0.229
P -1.59 -1.10 -0.17  0.528
H -0.22 0.21 2.41  0.221
H 1.04 1.63 -0.15  0.199
H 1.79 -1.22 0.86  0.223

x.
Entry from the OMol25 dataset: C5H5P in the gas phase (ωB97M-V with the def2-TZVPD basis set).

Summary:
Frontier orbital gap (alpha / beta) = 8.342 / 5.976 eV
E_HOMO (alpha / beta) = -7.842 / -6.493 eV
E_LUMO (alpha / beta) = 0.500 / -0.517 eV
Spin multiplicity = 1

Each line ends with the Löwdin charge.
CARTESIAN COORDINATES (ANGSTROEM)
H 0.71 0.90 1.17  0.168
C 1.20 -1.35 1.10  -0.663
H -1.71 0.07 0.29  0.118
C -0.43 -0.56 -1.44  -0.031
C 0.63 -0.09 0.51  -0.382
H 0.87 -1.52 2.23  0.076
H -1.08 -0.49 -2.22  0.044
P 2.13 -2.51 0.45  0.758
H 0.85 1.43 -1.08  0.133
C -0.76 -0.28 -0.08  -0.106
C 0.50 0.40 -0.88  -0.115

w comes first in stability; the runner-up is 30.6 kcal/mol higher.

w.
Entry from the OMol25 dataset: CH2N2O in the gas phase (ωB97M-V with the def2-TZVPD basis set).

Summary:
Frontier orbital gap = 10.202 eV
E_HOMO = -9.915 eV
Structure (SMILES) = O=C1NN1
E_LUMO = 0.287 eV
Spin multiplicity = 1

Each line ends with the natural charge from an NBO analysis.
CARTESIAN COORDINATES (ANGSTROEM)
C -0.53 0.07 -0.50  0.770
H -0.29 -0.13 1.51  0.327
N 0.79 -0.26 -0.50  -0.495
O -1.40 0.70 -0.92  -0.504
H 1.55 0.46 -0.12  0.377
N -0.13 -0.83 0.52  -0.474

x.
Entry from the OMol25 dataset: 2 unconnected molecules or ions with the total composition CH2N2O (ωB97M-V with the def2-TZVPD basis set).

Summary:
Frontier orbital gap = 10.502 eV
E_HOMO = -10.583 eV
E_LUMO = -0.082 eV
Spin multiplicity = 1

Each line ends with the natural charge from an NBO analysis.
CARTESIAN COORDINATES (ANGSTROEM)
C -0.58 0.24 -0.17  0.741
N 0.34 -0.02 0.78  -0.465
H 1.19 1.05 1.09  0.364
O -1.66 0.71 -0.25  -0.511
N 0.50 -0.50 -0.66  -0.498
H 0.21 -1.48 -0.79  0.369

y.
Entry from the OMol25 dataset: CH2N2O in the gas phase (ωB97M-V with the def2-TZVPD basis set).

Summary:
Frontier orbital gap = 11.544 eV
E_HOMO = -11.079 eV
Structure (SMILES) = N#CON
E_LUMO = 0.465 eV
Spin multiplicity = 1

Each line ends with the natural charge from an NBO analysis.
CARTESIAN COORDINATES (ANGSTROEM)
C -1.07 0.48 -0.70  0.519
O 0.11 -0.33 -0.68  -0.374
H 1.84 0.06 0.34  0.374
N -2.17 0.81 -0.66  -0.371
H 0.50 -0.96 1.13  0.368
N 0.78 -0.06 0.58  -0.518

w comes first in stability; the runner-up is 7.2 kcal/mol higher.

w.
Entry from the OMol25 dataset: 2 unconnected molecules or ions with the total composition C4H13NO (ωB97M-V with the def2-TZVPD basis set).

Summary:
Frontier orbital gap (alpha / beta) = 10.927 / 4.265 eV
E_HOMO (alpha / beta) = -14.502 / -14.449 eV
E_LUMO (alpha / beta) = -3.575 / -10.184 eV
Total charge = +1
Spin multiplicity = 2

Each line ends with the Mulliken spin population.
CARTESIAN COORDINATES (ANGSTROEM)
H 2.00 -0.73 -3.13  -0.002
C 2.32 0.25 -1.40  0.059
H 0.02 1.45 1.83  0.001
H -2.77 -1.01 1.66  0.000
H -3.47 0.11 0.62  0.003
H 1.63 -0.97 -0.09  -0.017
H -0.61 -0.08 2.59  0.000
H -2.64 -1.32 -0.12  0.000
H -1.61 1.23 0.02  0.003
C -0.84 0.79 1.98  -0.001
H 3.08 1.03 -1.54  0.046
H 1.30 0.67 -1.64  0.141
H -0.61 -0.31 0.13  0.005
C -2.62 -0.58 0.67  0.003
C -1.36 0.34 0.60  0.009
H -1.59 1.38 2.50  0.001
O 2.14 -0.11 -0.08  0.634
H 3.30 -1.18 -2.41  0.020
N 2.32 -0.96 -2.19  0.095

x.
Entry from the OMol25 dataset: 3 unconnected molecules or ions with the total composition C4H13NO (ωB97M-V with the def2-TZVPD basis set).

Summary:
Frontier orbital gap (alpha / beta) = 7.994 / 7.103 eV
E_HOMO (alpha / beta) = -14.545 / -14.529 eV
E_LUMO (alpha / beta) = -6.551 / -7.426 eV
Total charge = +1
Spin multiplicity = 2

Each line ends with the Mulliken spin population.
CARTESIAN COORDINATES (ANGSTROEM)
H -1.64 -1.02 0.54  0.021
C -1.21 -0.03 0.39  -0.037
O 2.72 0.72 0.83  0.007
H 2.20 0.18 -1.68  -0.003
H -2.32 0.75 -1.21  -0.006
H 2.23 -1.33 -0.76  0.000
H 3.17 1.34 1.43  0.000
H 1.64 -1.33 -2.41  0.000
H -1.40 -0.76 3.70  0.000
H 1.80 0.91 0.68  0.003
H -1.38 -0.05 3.54  0.000
C -2.19 0.95 -0.14  0.087
C 1.67 -0.74 -1.48  0.016
H -3.17 0.75 0.30  -0.002
H -1.95 1.99 0.07  -0.005
C 0.15 -0.59 -1.07  -0.007
H -0.14 -1.65 -0.96  0.023
N 0.11 0.15 0.24  0.868
H -0.28 -0.25 -2.01  0.034

w comes first in stability; the runner-up is 28.2 kcal/mol higher.